{"formula": "C31H73N3O7", "method": "the ωB97M-V functional and the def2-TZVPD basis", "symbols": ["O", "O", "O", "O", "O", "O", "O", "N", "N", "N", "C", "C", "C", "C", "C", "C", "C", "C", "C", "C", "C", "C", "C", "C", "C", "C", "C", "C", "C", "C", "C", "C", "C", "C", "C", "C", "C", "C", "C", "C", "C", "H", "H", "H", "H", "H", "H", "H", "H", "H", "H", "H", "H", "H", "H", "H", "H", "H", "H", "H", "H", "H", "H", "H", "H", "H", "H", "H", "H", "H", "H", "H", "H", "H", "H", "H", "H", "H", "H", "H", "H", "H", "H", "H", "H", "H", "H", "H", "H", "H", "H", "H", "H", "H", "H", "H", "H", "H", "H", "H", "H", "H", "H", "H", "H", "H", "H", "H", "H", "H", "H", "H", "H", "H"], "xyz": [[5.488, -3.467, -2.885], [-9.681, -1.180, 0.125], [6.889, -6.722, 1.082], [-5.334, -0.926, -2.059], [0.325, 1.729, -1.757], [2.791, 7.136, 3.262], [-0.647, -0.042, 0.954], [-0.356, 2.257, 1.502], [2.330, 5.880, -1.677], [3.252, 0.179, -1.028], [-3.038, 1.748, -3.082], [-5.176, -2.050, -2.911], [5.417, -4.808, -2.420], [-5.735, -2.173, 0.021], [-11.721, -2.452, 0.641], [2.658, 3.492, -0.696], [3.497, 7.319, 4.480], [5.707, -5.838, -3.498], [3.117, -3.232, -3.489], [-2.184, 1.196, -1.850], [3.911, 8.915, 1.988], [0.960, 1.317, -0.543], [4.571, -3.106, -3.908], [2.813, 8.279, 5.439], [1.790, 2.500, 0.196], [6.632, -7.923, 1.795], [-6.471, -2.500, -3.565], [1.815, 4.470, -1.637], [-6.197, -1.094, -0.943], [-9.319, -0.280, 2.383], [0.862, 4.628, 1.722], [8.019, -5.520, 2.905], [-10.207, -2.440, 0.518], [1.851, -0.021, -0.544], [-0.079, 1.034, 0.689], [0.914, 3.062, 1.415], [-9.924, -0.091, 1.003], [-0.676, 0.789, -2.205], [2.608, 8.292, 2.457], [6.927, -5.527, 1.850], [5.281, -7.938, 2.489], [2.460, -2.828, -4.263], [5.759, -6.839, -3.065], [-0.611, 0.780, -3.356], [3.715, 9.721, 1.278], [-7.223, -1.278, -1.278], [-2.224, 1.893, -0.938], [3.802, 0.366, -0.168], [4.546, 8.166, 1.508], [1.590, 5.250, 1.087], [4.528, 7.629, 4.281], [1.930, 4.060, -2.711], [-6.210, -0.137, -0.416], [1.475, 2.667, 2.341], [-4.476, -1.746, -3.693], [-4.699, -2.874, -2.370], [-9.808, -1.093, 2.926], [-10.998, 0.115, 1.068], [3.656, -0.715, -1.363], [-8.257, -0.528, 2.309], [-12.186, -2.070, -0.272], [7.441, -8.127, 2.503], [4.927, -5.846, -4.264], [-4.696, -2.006, 0.318], [4.477, 9.336, 2.823], [4.449, -4.996, -1.944], [-9.914, -3.150, -0.259], [6.655, -8.728, 1.057], [-9.467, 0.786, 0.537], [-1.056, 2.884, 1.072], [5.947, -5.328, 2.294], [3.445, 2.981, -1.341], [-4.002, 2.188, -2.637], [8.085, -4.539, 3.380], [3.330, 8.290, 6.401], [1.915, -0.393, 0.541], [-6.275, -3.284, -4.299], [-2.699, 0.228, -1.497], [1.403, -0.874, -1.149], [6.654, -5.618, -3.998], [-2.447, 2.520, -3.675], [7.119, -4.715, 1.143], [2.937, -2.694, -2.555], [1.985, 9.025, 2.979], [2.040, 7.969, 1.582], [7.824, -6.258, 3.688], [-12.081, -3.467, 0.824], [1.772, 7.987, 5.599], [5.240, -7.206, 3.300], [6.172, -4.901, -1.636], [-9.429, 0.630, 2.976], [1.660, 6.400, -2.276], [0.684, 4.414, -1.434], [5.083, -8.922, 2.918], [1.224, 4.781, 2.802], [4.771, -3.679, -4.819], [2.614, 1.920, 0.757], [-0.508, -0.285, -1.879], [-9.733, -2.779, 1.444], [-3.344, 0.860, -3.741], [3.555, 6.335, 4.952], [4.777, -2.060, -4.148], [4.482, -7.691, 1.785], [3.246, 4.156, 0.038], [-5.790, -3.166, -0.432], [2.811, 9.299, 5.049], [-6.963, -1.661, -4.064], [3.204, 5.841, -2.235], [-6.362, -2.179, 0.916], [-0.200, 5.059, 1.704], [8.988, -5.764, 2.460], [2.837, -4.275, -3.325], [-7.173, -2.899, -2.828], [-12.060, -1.823, 1.468]], "lumo_energy_ev": 0.714, "multiplicity": 1, "e_tot_ha": -1915.67530, "orbital_gap_ev": 9.69, "smiles": "CCCO[C@]1(CN)C(=O)N[C@H](C)[C@@H]1CCN.CCOCC.CCOCC.CCOCC.CCOCC.CCOCC"}

=====

{"formula": "C4H5N3O", "method": "the ωB97M-V functional and the def2-TZVPD basis", "symbols": ["O", "N", "N", "N", "C", "C", "C", "C", "H", "H", "H", "H", "H"], "xyz": [[2.569, -1.660, 1.394], [-0.689, -0.818, -1.221], [2.796, -0.257, 1.031], [-0.376, -0.782, 0.030], [-1.696, 0.029, -1.414], [-1.966, 0.694, -0.206], [2.259, -1.189, 0.189], [-1.039, 0.171, 0.686], [-2.156, 0.126, -2.376], [-0.873, 0.360, 1.725], [-2.710, 1.444, -0.022], [2.414, -1.582, -0.792], [3.802, -0.078, 0.933]], "lumo_energy_ev": [-1.963, -1.968], "multiplicity": 1, "e_tot_ha": -394.65572, "orbital_gap_ev": [6.35, 6.35]}

=====

{"formula": "C42H36BF4O26", "method": "the ωB97M-V functional and the def2-TZVPD basis", "symbols": ["F", "F", "F", "F", "O", "O", "O", "O", "O", "O", "O", "O", "O", "O", "O", "O", "O", "O", "O", "O", "O", "O", "O", "O", "O", "O", "O", "O", "O", "O", "C", "C", "C", "C", "C", "C", "C", "C", "C", "C", "C", "C", "C", "C", "C", "C", "C", "C", "C", "C", "C", "C", "C", "C", "C", "C", "C", "C", "C", "C", "C", "C", "C", "C", "C", "C", "C", "C", "C", "C", "C", "C", "B", "H", "H", "H", "H", "H", "H", "H", "H", "H", "H", "H", "H", "H", "H", "H", "H", "H", "H", "H", "H", "H", "H", "H", "H", "H", "H", "H", "H", "H", "H", "H", "H", "H", "H", "H", "H"], "xyz": [[-0.690, 0.634, 0.517], [1.342, 1.556, 0.202], [1.170, -0.657, 0.098], [0.332, 0.560, -1.572], [2.598, -4.791, -5.966], [-2.754, 2.057, 1.831], [-0.629, -3.285, -3.702], [0.130, -7.623, -0.734], [2.052, -3.192, 0.010], [-4.030, -0.225, -7.141], [-0.772, 1.289, 3.785], [-0.290, 2.010, -3.649], [-2.636, -1.535, 0.359], [4.199, -2.096, -1.459], [-1.516, 3.628, -5.547], [2.818, 5.764, 6.351], [-2.305, -6.794, 0.422], [-3.604, 3.042, 7.273], [2.497, 3.769, 1.989], [-4.659, -3.123, 0.021], [2.064, -1.175, -2.982], [4.865, -5.799, -4.645], [4.162, -0.296, 4.878], [-2.916, -1.664, -5.347], [2.478, 5.124, -0.756], [0.179, 6.332, 6.495], [-0.149, 4.102, 2.189], [-5.456, 3.965, 5.367], [-2.598, -5.300, -3.741], [-0.170, -2.717, 1.697], [-1.088, -4.787, 1.403], [0.568, 4.593, 3.112], [2.172, 5.451, 5.349], [1.033, -5.535, -0.424], [4.440, -4.008, -2.855], [-1.670, 0.063, -4.402], [0.060, -6.559, -0.175], [2.642, 3.490, -2.572], [2.905, 0.144, 2.852], [2.234, -3.048, -4.560], [0.987, -4.133, 0.213], [-4.347, 3.325, 4.965], [-0.076, -3.805, 1.036], [2.747, -2.302, -3.285], [0.722, 5.635, 5.451], [-3.735, -3.283, -0.736], [-4.159, 2.970, 3.577], [2.908, -4.221, -4.794], [0.414, 4.282, -1.443], [-2.625, -4.230, -2.809], [-3.242, 0.312, -6.284], [-2.590, -2.418, -0.708], [-2.907, 2.404, 3.133], [-2.036, 2.295, 5.431], [-1.810, 2.025, 4.117], [-3.333, 2.994, 5.944], [-1.167, -6.205, 0.574], [-1.242, 1.522, -4.465], [-3.632, -4.229, -1.764], [4.153, -4.686, -4.186], [2.808, 4.819, 4.107], [3.737, -2.815, -2.371], [-1.443, -3.419, -2.827], [-1.846, 2.422, -5.466], [3.106, 0.180, 4.371], [-2.867, 1.877, -6.339], [2.132, 1.000, 5.279], [1.888, 4.462, -1.474], [-1.499, -2.329, -1.721], [-0.030, 5.284, 4.263], [-2.619, -0.458, -5.339], [1.966, 4.437, 3.051], [0.478, 0.550, -0.181], [-0.660, -1.639, -1.469], [-2.990, -6.410, 0.917], [3.537, -0.491, 2.365], [2.242, -0.872, -2.070], [1.964, -0.303, 2.522], [3.915, 4.600, 4.266], [1.755, 1.845, 4.682], [0.077, 3.333, -1.094], [-1.519, 1.836, 6.243], [1.116, 0.332, 5.486], [1.333, -2.623, -5.142], [2.567, 1.064, 6.229], [2.773, 2.343, -2.129], [-0.216, 4.777, -0.718], [-4.598, -4.648, -1.829], [-3.352, 2.664, -7.054], [-1.888, -4.573, 1.981], [3.680, 3.827, -2.887], [-2.780, 2.917, 7.762], [1.646, -2.414, 0.419], [-0.755, 6.475, 6.349], [-1.056, 5.296, 4.080], [-5.051, 3.194, 2.888], [-1.402, -0.496, -3.500], [1.808, 3.441, -3.358], [0.029, 1.582, -2.863], [1.964, -5.711, -1.047], [1.831, 3.571, 1.257], [5.474, -5.971, -3.928], [5.460, -4.340, -2.431], [-0.171, 4.452, -2.556], [-3.862, -1.217, -7.071], [-1.960, -0.779, 0.311], [-1.867, 1.561, 1.667], [-1.802, -5.349, -4.053], [2.938, 1.099, 2.499]], "lumo_energy_ev": -0.898, "multiplicity": 1, "e_tot_ha": -4002.25490, "orbital_gap_ev": 5.95, "total_charge": -1}